#w
This record from OMol25 describes a single C2H7N3O molecule. The level of theory is the ωB97M-V functional and the def2-TZVPD basis.

The geometry in XYZ format:
```
13
C2H7N3O the ωB97M-V functional and the def2-TZVPD basis
H -0.51650 2.42087 -0.01757
N -1.04560 1.54395 0.03562
C -0.30439 0.50691 -0.01989
C -0.99164 -0.83677 -0.02172
O -2.37196 -0.70353 -0.02995
N 1.07158 0.49474 -0.14584
N 1.76699 -0.69499 0.02940
H -0.64378 -1.41242 0.85233
H -0.66289 -1.38400 -0.91444
H -2.54308 0.25005 -0.01087
H 1.54734 1.36932 0.04073
H 2.25991 -0.71433 0.92138
H 2.43402 -0.83980 -0.71918
```

The calculation puts the highest occupied orbital energy at -9.502 eV. The net charge is 0. The gap between HOMO and LUMO is 10.218 eV. The LUMO energy is 0.72 eV.

---

#x
This record from OMol25 describes 2 unconnected molecules or ions with the total composition C2H7N3O. The level of theory is the ωB97M-V functional and the def2-TZVPD basis.

The geometry in XYZ format:
```
13
C2H7N3O the ωB97M-V functional and the def2-TZVPD basis
C 0.59228 -0.15709 -0.12248
C 1.50204 -1.27464 0.39188
N -0.61202 -0.18009 0.14622
N -2.75699 0.79849 -0.97916
N -1.62366 1.37671 -0.76581
O 1.33565 0.87153 -0.74086
H 1.15539 -1.41280 1.41728
H 1.13172 -2.20032 -0.05955
H 2.51034 -1.17324 0.19973
H -3.16087 0.38855 -0.15861
H -2.59327 0.04620 -1.69834
H -1.75436 2.03096 -0.02280
H 2.17362 0.60663 -1.17744
```

The calculation puts the highest occupied orbital energy (alpha / beta) at -8.026 / -8.224 eV. The net charge is 0. The gap between HOMO and LUMO (alpha / beta) is 8.567 / 8.900 eV. The LUMO energy (alpha / beta) is 0.54 / 0.68 eV.

---

What should be chosen as the most stable of them? Choose #w.

---

#w
This record from OMol25 describes a gas-phase ion, C3H9NS2 (charge -1). The level of theory is the ωB97M-V functional and the def2-TZVPD basis.

The geometry in XYZ format:
```
15
C3H9NS2 the ωB97M-V functional and the def2-TZVPD basis
N 0.68133 -1.49144 -0.40537
C 0.30104 -0.11038 -0.37348
C 1.42582 0.88509 -0.75280
C -0.22048 0.28050 1.01275
S -1.48465 -0.79301 1.63646
S -3.31117 0.06197 0.70641
H 0.16647 -2.02467 -1.11226
H 0.46717 -1.93050 0.48852
H -0.56880 0.06984 -1.02543
H 1.40865 1.46831 -1.66100
H 1.48138 1.68417 0.02708
H 2.32245 0.22683 -0.77229
H 0.61408 0.14623 1.73692
H -0.36983 1.35608 1.11407
H -2.91347 0.17099 -0.61959
```

The spin multiplicity is 2. Its expectation value of S² is 0.754. The calculation puts the highest occupied orbital energy (alpha / beta) at -0.207 / -3.378 eV. The net charge is -1. The gap between HOMO and LUMO (alpha / beta) is 4.095 / 7.216 eV. The LUMO energy (alpha / beta) is 3.89 / 3.84 eV.

---

#x
This record from OMol25 describes a gas-phase ion, C3H9NS2 (charge -1). The level of theory is the ωB97M-V functional and the def2-TZVPD basis.

The geometry in XYZ format:
```
15
C3H9NS2 the ωB97M-V functional and the def2-TZVPD basis
S 2.94414 1.13797 0.31381
S 1.92411 -0.22958 1.85206
C 1.00921 -1.17343 0.63552
C -0.15402 -0.66040 -0.19049
N -1.06834 0.22934 0.45918
C -1.98875 0.92611 -0.40348
H 2.41662 0.73177 -0.85618
H 0.74155 -2.13164 1.17530
H 1.68577 -1.47550 -0.07840
H 0.17311 -0.23496 -1.16142
H -0.74859 -1.59887 -0.49371
H -0.40272 0.86649 0.94933
H -1.59927 0.81256 -1.41994
H -3.08173 0.80579 -0.39363
H -1.85110 1.99435 -0.38797
```

The spin multiplicity is 2. Its expectation value of S² is 0.754. The calculation puts the highest occupied orbital energy (alpha / beta) at -0.613 / -2.956 eV. The net charge is -1. The gap between HOMO and LUMO (alpha / beta) is 4.427 / 6.694 eV. The LUMO energy (alpha / beta) is 3.81 / 3.74 eV.

---

What should be chosen as the most stable of them? Choose #w.

---

#w
This record from OMol25 describes 2 unconnected molecules or ions with the total composition C10H13NO. The level of theory is the ωB97M-V functional and the def2-TZVPD basis.

The geometry in XYZ format:
```
25
C10H13NO the ωB97M-V functional and the def2-TZVPD basis
C 0.00000 0.00000 0.00000
C 1.44939 -0.37632 0.41691
C 1.48295 -0.59758 1.91109
C 1.33204 -1.78930 2.54348
N 1.41416 -1.55489 3.97647
C 1.48457 -0.21292 4.18150
C 1.61128 0.63357 5.33728
C 1.87810 1.97502 5.19096
C 2.04958 2.52222 3.91519
C 1.88553 1.71768 2.77039
C 1.59298 0.35721 2.93315
H -0.19638 0.90039 0.60608
H -0.64248 -0.81806 0.36688
H -0.26890 0.21565 -1.04776
H 1.86774 -1.26095 -0.10064
H 2.05059 0.50390 0.11823
H 1.38871 -2.73974 2.01286
H 1.37791 -2.30439 4.67179
H 1.54211 0.14372 6.31751
H 1.91758 2.67254 6.03802
H 2.15643 3.60959 3.80646
H 1.95109 2.14976 1.76311
O -0.62306 0.57486 -3.63013
H -0.80424 1.09671 -2.81582
H 0.17581 0.99537 -4.02158
```

The calculation puts the highest occupied orbital energy at -7.996 eV. The net charge is 0. The gap between HOMO and LUMO is 8.807 eV. The LUMO energy is 0.81 eV.

---

#x
This record from OMol25 describes 2 unconnected molecules or ions with the total composition C10H13NO. The level of theory is the ωB97M-V functional and the def2-TZVPD basis.

The geometry in XYZ format:
```
25
C10H13NO the ωB97M-V functional and the def2-TZVPD basis
C 0.00000 0.00000 0.00000
C -0.89026 -0.66255 -0.99824
C -0.44631 -0.04258 -2.33776
C -1.22595 0.67019 -3.19253
N -0.50317 0.84346 -4.35092
C 0.74897 0.28277 -4.26095
C 1.70835 0.22300 -5.23840
C 2.92116 -0.41746 -4.88048
C 2.99574 -1.11298 -3.61465
C 1.95333 -1.10127 -2.69059
C 0.84658 -0.34857 -2.98191
H -0.35282 -0.12187 1.03791
H 0.08822 1.07777 -0.21733
H 0.99878 -0.45961 -0.08833
H -0.84598 -1.76699 -1.05914
H -1.94940 -0.37574 -0.85195
H -2.27021 0.97172 -3.11075
H -0.87495 1.39512 -5.12808
H 1.57123 0.75809 -6.18733
H 3.86744 -0.40711 -5.43728
H 3.96237 -1.51129 -3.27911
H 2.08879 -1.61300 -1.72863
O -4.23856 -2.16032 0.16866
H -5.14668 -2.53314 0.23630
H -3.69160 -2.90097 -0.17850
```

The calculation puts the highest occupied orbital energy at -7.708 eV. The net charge is 0. The gap between HOMO and LUMO is 8.471 eV. The LUMO energy is 0.76 eV.

---

What should be chosen as the most stable of them? Choose #x.

---

#w
This record from OMol25 describes 2 unconnected molecules or ions with the total composition C10H13NO. The level of theory is the ωB97M-V functional and the def2-TZVPD basis.

The geometry in XYZ format:
```
25
C10H13NO the ωB97M-V functional and the def2-TZVPD basis
C -3.48000 2.17278 0.83350
C -2.05444 2.01482 0.37865
C -1.37374 2.97403 -0.36557
N -0.08677 2.43880 -0.69447
C -0.09619 1.11239 -0.27777
C 0.96080 0.10669 -0.30778
C 0.77857 -1.07904 0.25478
C -0.42126 -1.35566 0.92846
C -1.49898 -0.43622 1.01777
C -1.28646 0.92053 0.59890
H -4.08036 1.79375 0.01479
H -3.92269 3.22104 1.01660
H -3.63427 1.68395 1.72093
H -1.84447 3.82248 -0.82775
H 0.65529 2.88218 -1.07089
H 1.95872 0.46516 -0.68367
H 1.44914 -1.98738 0.31627
H -0.39306 -2.32632 1.41536
H -2.32008 -0.91011 1.60060
C 3.62403 -2.90118 -0.63687
O 2.86003 -2.50720 -1.73825
H 4.50300 -3.24310 -1.10822
H 3.28338 -3.70034 -0.02649
H 3.48031 -2.03255 0.07592
H 2.93950 -3.12949 -2.43481
```

The calculation puts the highest occupied orbital energy at -7.737 eV. The net charge is 0. The gap between HOMO and LUMO is 8.626 eV. The LUMO energy is 0.89 eV.

---

#x
This record from OMol25 describes a single C10H13NO molecule. The level of theory is the ωB97M-V functional and the def2-TZVPD basis.

The geometry in XYZ format:
```
25
C10H13NO the ωB97M-V functional and the def2-TZVPD basis
C -1.54388 1.98060 0.59265
C -1.42039 0.76674 -0.29445
N -2.34492 -0.29006 0.11070
C -1.99403 -1.53133 -0.42312
C -0.65437 -1.94243 0.19537
C 0.43238 -0.90104 0.07006
C 1.72176 -1.18867 0.09205
C 2.71214 -0.24818 -0.05466
O 4.02912 -0.55928 0.29344
C 2.36548 1.11541 -0.26333
C 0.98276 1.37260 -0.44093
C 0.03592 0.39375 -0.20633
H -2.48670 2.62457 0.66365
H -0.85848 2.77759 0.33360
H -1.24707 1.58858 1.63458
H -1.74365 1.00062 -1.33481
H -2.47579 -0.43547 1.12846
H -1.83561 -1.52322 -1.55037
H -2.85347 -2.18439 -0.27994
H -0.78931 -2.31567 1.19163
H -0.50492 -2.84414 -0.38073
H 2.09799 -2.18958 0.30707
H 4.58380 0.26857 -0.08405
H 3.19928 1.88354 -0.40454
H 0.59194 2.38090 -0.89598
```

The calculation puts the highest occupied orbital energy at -8.440 eV. The net charge is 0. The gap between HOMO and LUMO is 9.260 eV. The LUMO energy is 0.82 eV.

---

What should be chosen as the most stable of them? Choose #x.

---

#w
This record from OMol25 describes a single C6H10N2 molecule. The level of theory is the ωB97M-V functional and the def2-TZVPD basis.

The geometry in XYZ format:
```
18
C6H10N2 the ωB97M-V functional and the def2-TZVPD basis
H -1.96640 -1.32957 -2.24267
N -1.24435 -0.85220 -2.81057
C -0.64951 -0.00839 -2.03468
C -1.02525 0.08397 -0.57303
N -2.25107 -0.20850 -0.26278
H -2.42497 -0.12045 0.74189
C 0.08395 0.48098 0.39459
C -0.36095 0.54719 1.85246
C 1.20375 -0.52314 0.25730
C 2.48448 -0.19765 0.03809
H 0.15116 0.66246 -2.38086
H 0.42535 1.47905 0.09100
H -1.19289 1.24776 1.98016
H 0.45930 0.88629 2.49538
H -0.68869 -0.43250 2.22020
H 0.93958 -1.57886 0.33002
H 3.24199 -0.97062 -0.06159
H 2.81453 0.83418 -0.03489
```

The calculation puts the highest occupied orbital energy at -9.860 eV. The net charge is 0. The gap between HOMO and LUMO is 10.248 eV. The LUMO energy is 0.39 eV.

---

#x
This record from OMol25 describes a single C6H10N2 molecule. The level of theory is the ωB97M-V functional and the def2-TZVPD basis.

The geometry in XYZ format:
```
18
C6H10N2 the ωB97M-V functional and the def2-TZVPD basis
C -2.22345 -0.09719 1.92452
C -1.19954 -0.18707 0.86052
N -1.36084 -0.42741 -0.38858
C -0.12237 -0.07023 -0.93927
C -0.01103 0.10988 -2.41278
C 0.86348 -0.01525 0.01734
C 2.33967 0.14359 -0.12664
N 0.23553 -0.05392 1.22918
H -3.21394 -0.12805 1.47855
H -2.11435 -0.93105 2.61902
H -2.10494 0.82999 2.48538
H -0.66024 0.91875 -2.74739
H 1.01482 0.34176 -2.68994
H -0.32157 -0.79711 -2.93204
H 2.72389 -0.49727 -0.91912
H 2.59975 1.17472 -0.37020
H 2.83784 -0.12107 0.80531
H 0.71730 -0.19308 2.10614
```

The calculation puts the highest occupied orbital energy at -7.625 eV. The net charge is 0. The gap between HOMO and LUMO is 8.532 eV. The LUMO energy is 0.91 eV.

---

What should be chosen as the most stable of them? Choose #x.

---

#w
This record from OMol25 describes a single C6H10N2 molecule. The level of theory is the ωB97M-V functional and the def2-TZVPD basis.

The geometry in XYZ format:
```
18
C6H10N2 the ωB97M-V functional and the def2-TZVPD basis
C -0.12860 -1.66043 0.30995
C 0.42874 -0.61935 -0.15665
C -1.90104 0.40199 -0.08847
C -2.28157 1.76945 0.16774
C 2.86906 -0.12907 -0.53218
C 1.42831 0.35974 -0.29813
N -2.31932 -0.67801 0.39444
N -1.54855 -1.73829 0.56537
H 0.25922 -2.63716 0.74269
H -1.77752 2.11576 1.07083
H -1.99192 2.37108 -0.63147
H -3.34433 1.78684 0.23724
H 3.53819 0.74482 -0.53267
H 2.84616 -0.61141 -1.54829
H 3.33871 -0.79980 0.30384
H 1.19805 0.90227 -1.18155
H 1.38353 1.09843 0.46789
H -1.99712 -2.67687 0.70942
```

The calculation puts the highest occupied orbital energy (alpha / beta) at -7.269 / -7.265 eV. The net charge is 0. The gap between HOMO and LUMO (alpha / beta) is 7.862 / 7.857 eV. The LUMO energy (alpha / beta) is 0.59 / 0.59 eV.

---

#x
This record from OMol25 describes a molecular structure, C6H10N2. The level of theory is the ωB97M-V functional and the def2-TZVPD basis.

The geometry in XYZ format:
```
18
C6H10N2 the ωB97M-V functional and the def2-TZVPD basis
C -1.93684 -0.59936 -0.45329
C -0.50827 0.71325 -0.00745
C 0.92065 0.91413 0.26169
C 1.39388 -0.37579 1.00759
C 1.55615 0.35267 -0.90609
C -0.46868 -0.81090 -0.05253
H -2.69887 -1.37038 0.24161
H -2.21217 -0.28257 -1.46848
H -2.57846 1.20245 0.35843
H -0.73712 1.42744 -1.00000
H 1.15477 1.94094 0.52758
H 1.08260 -0.71780 2.04276
H 2.38932 -0.56312 1.09517
H 1.37631 0.73382 -2.00058
H 2.65789 0.30007 -0.58880
H -0.47135 -1.34350 0.84509
N -1.78568 0.65207 0.55990
N 0.97078 -1.00798 -0.43880
```

The calculation puts the highest occupied orbital energy at -8.434 eV. The net charge is 0. The gap between HOMO and LUMO is 9.510 eV. The LUMO energy is 1.08 eV.

---

What should be chosen as the most stable of them? Choose #w.